Record 1
86
Properties=species:S:1:pos:R:3 method="wB97M-V/def2-TZVPD" multiplicity=5 charge=+2 energy_ev=-97028.951 largest_force_ev_per_a=3.4 homo_ev="-10.920 / -13.748"
P 1.150 0.951 -2.110
C 2.897 1.241 -2.507
C 3.455 0.701 -3.665
H 2.876 0.042 -4.296
C 4.766 0.994 -4.008
H 5.193 0.566 -4.903
C 5.526 1.831 -3.204
H 6.549 2.057 -3.471
C 4.970 2.381 -2.057
H 5.557 3.035 -1.428
C 3.660 2.095 -1.709
H 3.247 2.540 -0.815
C 0.612 -0.431 -3.154
C 1.157 -1.690 -2.899
H 1.914 -1.806 -2.137
C 0.736 -2.790 -3.628
H 1.166 -3.762 -3.429
C -0.224 -2.640 -4.620
H -0.545 -3.497 -5.197
C -0.761 -1.387 -4.881
H -1.499 -1.265 -5.663
C -0.349 -0.282 -4.151
H -0.784 0.686 -4.341
C 0.305 2.462 -2.655
C 0.733 3.143 -3.793
H 1.539 2.752 -4.397
C 0.124 4.335 -4.150
H 0.454 4.861 -5.035
C -0.897 4.861 -3.368
H -1.363 5.796 -3.647
C -1.306 4.195 -2.222
H -2.086 4.611 -1.600
C -0.705 2.997 -1.865
H -1.000 2.482 -0.962
Ru 0.192 -0.486 2.319
C -1.546 -1.320 1.826
C -1.970 -1.316 0.532
H -2.146 -1.797 2.597
C -1.026 -0.696 -0.449
O -1.664 0.234 -1.348
H -0.964 0.609 -1.899
C 0.139 -0.084 0.320
H -0.623 -1.456 -1.125
C 1.064 0.627 -0.384
Cl -0.177 -1.254 4.622
Cl 2.368 0.658 2.553
P 1.425 -2.491 2.024
C 2.290 -3.039 3.531
H 1.560 -3.443 4.225
H 2.761 -2.178 3.995
H 3.038 -3.793 3.297
C 0.413 -3.939 1.551
H -0.057 -3.750 0.589
H -0.366 -4.064 2.299
H 1.007 -4.848 1.491
C 2.745 -2.450 0.763
H 3.234 -1.480 0.805
H 2.307 -2.570 -0.224
H 3.479 -3.236 0.928
P -3.439 -2.063 -0.047
C -4.149 -3.147 1.214
C -3.117 -3.052 -1.533
H -4.415 -2.571 2.096
H -3.430 -3.910 1.497
H -5.046 -3.622 0.824
H -2.782 -2.398 -2.333
H -4.018 -3.571 -1.850
H -2.336 -3.779 -1.325
C -4.741 -0.886 -0.515
H -4.918 -0.200 0.309
H -5.667 -1.406 -0.754
H -4.406 -0.323 -1.380
H 1.943 0.966 0.145
N -0.760 1.235 2.947
C -0.976 1.944 3.830
C -1.087 2.504 5.154
C -2.300 2.509 5.852
C -2.328 2.899 7.199
C -1.144 3.270 7.851
C 0.068 3.256 7.156
C 0.097 2.870 5.813
H -3.213 2.184 5.372
H -3.261 2.891 7.747
H -1.163 3.550 8.895
H 0.987 3.520 7.663
H 1.051 2.824 5.299

***

Record 2
16
Properties=species:S:1:pos:R:3 method="wB97M-V/def2-TZVPD" multiplicity=1 smiles="C=CC.CC=O" energy_ev=-7393.194 largest_force_ev_per_a=1.5 homo_ev=-9.681
C 2.381 0.559 1.413
C 1.234 -0.309 0.987
C 1.241 -1.009 -0.135
H 2.481 0.534 2.494
H 2.295 1.559 1.011
H 3.309 0.227 0.944
H 0.311 -0.259 1.546
H 0.357 -1.562 -0.433
H 2.147 -1.264 -0.673
O -2.209 -0.179 0.265
C -1.485 0.493 -0.414
C -1.382 0.341 -1.932
H -0.869 1.332 -0.047
H -0.892 -0.610 -2.085
H -2.378 0.338 -2.374
H -0.848 1.200 -2.333

***

Record 3
12
Properties=species:S:1:pos:R:3 method="wB97M-V/def2-TZVPD" multiplicity=1 energy_ev=-19969.447 largest_force_ev_per_a=3.3 homo_ev=-7.608
C 0.028 0.671 -0.008
C -0.425 -1.460 -0.714
C 0.105 -2.000 0.487
H -0.325 3.914 -1.036
H -0.760 -2.097 -1.521
H 0.163 -3.101 0.749
H 0.890 0.709 1.975
N 0.075 1.973 -0.059
N -0.368 -0.175 -0.999
N 0.557 -1.223 1.419
N 0.478 0.128 1.212
S -0.417 2.660 -1.505

***

Record 4
51
Properties=species:S:1:pos:R:3 method="wB97M-V/def2-TZVPD" multiplicity=1 smiles="CC(C)NC(=O)CN(Cc1ccc(F)cc1)C(=O)CCC(=O)Nc1nccs1" energy_ev=-45733.877 largest_force_ev_per_a=1.2 homo_ev=-8.803
C -0.530 -3.657 1.611
H 0.450 -3.456 2.037
H -1.133 -2.755 1.681
H -1.003 -4.448 2.187
C -0.387 -4.078 0.148
N 0.160 -2.978 -0.624
C 1.463 -2.837 -0.898
O 2.324 -3.657 -0.653
C 1.781 -1.478 -1.545
N 1.547 -0.417 -0.581
C 0.343 0.194 -0.576
O -0.523 -0.096 -1.389
C 0.117 1.260 0.482
C -1.343 1.698 0.429
C -2.230 0.534 0.799
O -1.827 -0.491 1.300
N -3.577 0.663 0.559
C -4.356 1.671 0.066
N -5.621 1.496 -0.115
C -6.227 2.612 -0.579
C -5.420 3.685 -0.757
S -3.796 3.293 -0.325
H -5.662 4.666 -1.112
H -7.283 2.582 -0.773
H -4.117 -0.169 0.781
H -1.587 2.019 -0.585
H -1.528 2.527 1.115
H 0.783 2.105 0.308
H 0.331 0.841 1.466
C 2.577 -0.184 0.407
C 3.286 1.139 0.235
C 3.366 1.751 -1.010
C 4.032 2.954 -1.166
C 4.624 3.535 -0.059
C 4.565 2.947 1.191
C 3.890 1.748 1.329
H 3.835 1.277 2.300
H 5.037 3.426 2.033
F 5.273 4.708 -0.202
H 4.097 3.439 -2.127
H 2.898 1.290 -1.866
H 2.160 -0.251 1.418
H 3.308 -0.994 0.312
H 2.824 -1.463 -1.867
H 1.123 -1.312 -2.401
H -0.466 -2.207 -0.815
C -1.729 -4.484 -0.449
H -1.615 -4.747 -1.498
H -2.434 -3.659 -0.369
H -2.133 -5.341 0.082
H 0.332 -4.901 0.067

***

Record 5
8
Properties=species:S:1:pos:R:3 method="wB97M-V/def2-TZVPD" multiplicity=1 charge=-1 energy_ev=-22590.009 largest_force_ev_per_a=3.2 homo_ev=-6.012
C 0.516 -1.408 -0.125
C -1.355 0.871 -0.211
N 0.277 -2.430 0.366
O 0.128 1.127 0.363
O -2.281 1.368 0.379
O -1.233 0.092 -1.141
O 2.392 0.160 0.207
S 1.174 0.242 -0.510

***

Record 6
92
Properties=species:S:1:pos:R:3 method="wB97M-V/def2-TZVPD" multiplicity=1 charge=+2 energy_ev=-95007.230 largest_force_ev_per_a=3.0 homo_ev=-13.346
In -3.755 2.557 -2.685
Na 0.038 0.643 -3.597
Na -3.392 -1.822 -2.071
Na -0.085 2.854 -0.586
Na -3.349 0.290 1.202
P -1.516 0.434 -1.190
O -0.004 0.662 -1.303
O -2.266 1.682 -0.593
O -2.033 -0.820 -0.412
O -2.172 0.233 -2.604
S -0.474 3.557 -3.547
O -1.344 3.679 -2.345
O -1.175 2.595 -4.393
O -0.410 4.852 -4.221
O 0.795 3.059 -3.113
C 4.959 1.651 -0.762
C 4.037 2.606 -1.484
C 4.341 2.686 -3.011
O 5.714 2.880 -3.228
C 6.109 2.489 -4.538
N 2.609 2.378 -1.311
H 5.903 2.017 -0.381
H 5.102 0.703 -1.292
H 4.362 1.252 0.071
H 4.161 3.633 -1.124
H 3.703 3.303 -3.654
H 4.097 1.654 -3.329
H 6.561 3.332 -5.067
H 5.275 2.173 -5.167
H 6.834 1.679 -4.450
H 2.109 2.871 -2.039
H 2.317 1.420 -1.523
C -3.718 6.340 0.332
C -2.748 5.160 0.153
C -2.119 4.854 1.537
O -1.098 3.834 1.451
C -0.790 3.301 2.748
N -3.577 3.992 -0.255
H -3.154 7.242 0.581
H -4.417 6.121 1.137
H -4.209 6.592 -0.607
H -1.972 5.447 -0.558
H -2.872 4.568 2.281
H -1.635 5.722 2.001
H -1.490 2.538 3.087
H -0.715 4.083 3.508
H 0.232 2.946 2.596
H -3.065 3.192 0.119
H -4.430 4.015 0.300
C -2.843 -4.248 0.412
C -1.420 -4.399 -0.095
C -1.122 -5.853 -0.429
O -1.076 -6.554 0.790
C -0.323 -7.743 0.691
N -1.238 -3.466 -1.223
H -2.910 -4.663 1.423
H -3.676 -4.672 -0.143
H -2.947 -3.180 0.659
H -0.721 -4.068 0.683
H -0.152 -5.844 -0.944
H -1.897 -6.251 -1.093
H -0.666 -8.561 0.052
H -0.231 -8.130 1.707
H 0.712 -7.534 0.390
H -1.532 -2.554 -0.867
H -0.295 -3.150 -1.459
C 0.472 -0.477 3.970
C -0.225 -1.190 2.800
C -1.289 -2.172 3.271
O -0.789 -3.045 4.262
C -1.734 -3.554 5.176
N -0.814 -0.143 1.944
H 0.661 -1.162 4.791
H 0.035 0.497 4.165
H 1.463 -0.252 3.550
H 0.459 -1.851 2.253
H -1.835 -2.783 2.547
H -2.104 -1.628 3.787
H -1.300 -3.941 6.091
H -2.368 -4.265 4.639
H -2.404 -2.743 5.502
H -0.033 0.462 1.711
H -1.147 -0.605 1.090
C 2.589 -3.543 -1.024
C 2.269 -2.095 -0.832
O 1.089 -1.746 -1.562
H 1.746 -4.158 -0.706
H 3.378 -3.852 -0.328
H 3.018 -3.877 -1.967
H 3.100 -1.441 -1.122
H 2.037 -1.878 0.219
H 0.791 -0.817 -1.445